C5H6O | ωB97M-V with the def2-TZVPD basis set

Calculated values
**Total charge**: 0
**SMILES**: Cc1ccoc1
**Calculated total energy**: -269.31193 Ha
**M**: 82.10 g mol⁻¹
**Gap between HOMO and LUMO**: 9.83 eV
**E_LUMO**: 1.09 eV
**ΔE to the lowest compared entry with this formula, charge and spin**: 0.9338 eV

Bonds (Å) are listed after each position.
Cartesian coordinates (Å):
1 C -1.751 -0.064 0.051  C2 1.496, H7 1.103, H8 1.092, H9 1.088
2 C -0.266 0.123 0.056  C1 1.496, C3 1.542, C6 1.349
3 C 0.745 -1.036 0.162  C2 1.542, C4 1.358, H10 1.137
4 C 1.916 -0.374 -0.026  C3 1.358, O5 1.439, H11 1.080
5 O 1.741 1.028 -0.298  C4 1.439, C6 1.359
6 C 0.406 1.265 -0.194  C2 1.349, O5 1.359, H12 1.100
7 H -2.396 0.760 -0.300  C1 1.103
8 H -2.091 -0.369 1.044  C1 1.092
9 H -1.869 -0.882 -0.657  C1 1.088
10 H 0.618 -2.151 0.342  C3 1.137
11 H 2.976 -0.574 0.017  C4 1.080
12 H -0.029 2.275 -0.198  C6 1.100

Charges obtained by natural (NBO) population analysis, quoted in units of e: number 1, C, carries -0.635; number 2, C, carries -0.097; number 3, C, carries -0.320; number 4, C, carries 0.089; number 5, O, carries -0.438; number 6, C, carries 0.078; number 7, H, carries 0.222; number 8, H, carries 0.215; number 9, H, carries 0.219; number 10, H, carries 0.248; number 11, H, carries 0.209; number 12, H, carries 0.208